Entry 1:
Density functional theory data (the ωB97M-V functional and the def2-TZVPD basis) for a molecular structure, C20H30N4O3 in a non-equilibrium geometry.

LUMO level = 0.33 eV
Energy above the lowest of the compared OMol25 structures with the same formula, charge and spin = 486.2 kcal/mol
HOMO-LUMO gap = 0.284 Ha
HOMO = -7.40 eV

Last column: natural (NBO) charge in e.
Geometry (Å):
C (2.39925, -1.48763, -5.52194)  -0.397
N (1.87060, -0.76352, -4.23250)  -0.446
C (1.31606, -1.79918, -3.23561)  -0.219
C (0.99912, -1.04198, -2.06910)  -0.276
N (-0.05952, 0.10652, -2.43228)  -0.460
C (0.53829, 0.87337, -3.40473)  -0.225
C (1.03511, 0.12727, -4.72093)  -0.169
H (-0.19019, -0.30352, -5.09322)  0.069
H (1.10481, 0.88199, -5.41764)  0.226
H (1.34739, 1.45221, -2.93973)  0.151
H (-0.43957, 1.38383, -3.52943)  0.206
C (-0.72997, 0.43356, -1.27628)  -0.212
C (-2.11211, 0.80042, -1.38696)  -0.388
C (-2.76259, -0.88084, -1.24507)  -0.206
N (-2.76950, -1.31105, -0.01877)  -0.687
C (-1.72520, -2.46491, 0.28304)  0.733
O (-1.06974, -2.91844, -0.48412)  -0.546
C (-1.69049, -2.72847, 1.79148)  -0.502
H (-2.82001, -2.42663, 2.44120)  0.251
H (-1.57758, -3.89940, 1.94726)  0.245
C (-0.66126, -1.96372, 2.38549)  -0.513
C (-0.76577, -0.69580, 2.52677)  0.636
O (-1.97045, -0.14953, 2.44974)  -0.668
N (0.35153, 0.12576, 2.87474)  -0.416
C (-0.15785, 1.67179, 2.99599)  0.176
C (-0.69106, 2.45671, 2.23511)  -0.255
C (-0.60882, 3.96716, 2.20928)  -0.217
C (-0.03706, 4.36738, 3.26957)  -0.167
C (1.01063, 3.67793, 3.96698)  -0.320
C (1.01387, 2.35341, 3.97720)  0.314
O (1.68286, 1.64359, 4.82920)  -0.472
C (1.61666, 0.36977, 4.71865)  -0.029
C (1.50337, -0.25089, 3.40040)  -0.249
H (1.59977, -1.20130, 3.28479)  0.223
H (2.34330, 0.21401, 2.66388)  0.178
H (2.56916, -0.22666, 5.31469)  0.177
H (0.72397, 0.05068, 5.40250)  0.166
H (1.73521, 4.06059, 4.82617)  0.229
H (0.04442, 5.49213, 3.27469)  0.208
H (-1.33071, 4.19200, 1.54163)  0.228
H (-1.09525, 1.94502, 1.50168)  0.225
H (0.45459, -2.39930, 1.76530)  0.222
H (-0.35135, -2.42122, 3.34829)  0.278
H (-2.92171, -0.73963, 0.70415)  0.409
H (-2.29615, -1.51006, -2.07324)  0.226
H (-3.77535, -0.63294, -1.47506)  0.180
H (-2.43659, 1.29440, -0.46961)  0.190
H (-2.24801, 1.21395, -2.19233)  0.175
H (-0.50226, -0.13487, -0.28379)  0.198
H (-0.15765, 1.37062, -1.09414)  0.146
H (1.83977, -0.64241, -1.63575)  0.181
H (0.53662, -1.84596, -1.39166)  0.228
H (0.39072, -2.27595, -3.61381)  0.203
H (2.31411, -2.47808, -3.14998)  0.211
H (2.84549, -0.66435, -6.15201)  0.199
H (1.65597, -2.18873, -5.99164)  0.182
H (3.11115, -2.07912, -5.39854)  0.172

Entry 2:
Density functional theory data (the ωB97M-V functional and the def2-TZVPD basis) for a molecular structure, C32H31N3O2PbS.

LUMO level = -6.97 eV
HOMO-LUMO gap = 0.268 Ha
Net charge = +2
HOMO = -14.26 eV

Last column: natural (NBO) charge in e.
Geometry (Å):
Pb (-0.02137, 1.63136, -1.63832)  2.045
C (0.63951, -3.18299, 3.84647)  -0.597
C (0.00750, -3.18211, 2.44644)  -0.113
C (-0.89471, -4.41426, 2.28299)  -0.598
C (1.12296, -3.26170, 1.40352)  -0.608
C (-0.83445, -1.92067, 2.28360)  0.153
C (-1.95293, -1.72106, 3.12693)  -0.197
C (-2.77274, -0.62063, 3.03617)  -0.192
C (-2.47972, 0.32648, 2.05310)  -0.245
S (-3.31097, 1.79975, 1.65146)  0.552
C (-2.19601, 2.08871, 0.39500)  0.071
N (-1.26377, 1.17370, 0.27764)  -0.588
C (-1.38517, 0.15023, 1.21638)  0.180
C (-0.54961, -0.96004, 1.33441)  -0.305
C (-2.24171, 3.23868, -0.52772)  -0.072
C (-3.20752, 4.23800, -0.44678)  -0.159
C (-3.19744, 5.28815, -1.35412)  -0.165
C (-2.22496, 5.36809, -2.34104)  -0.153
C (-1.24111, 4.38469, -2.44602)  -0.200
C (-1.28778, 3.35395, -1.53182)  -0.358
H (1.23658, -4.08577, 3.98165)  0.229
H (-0.11472, -3.16170, 4.63363)  0.216
H (1.29452, -2.31950, 3.97940)  0.208
H (-0.29782, -5.32151, 2.38322)  0.229
H (-1.36460, -4.42570, 1.29643)  0.208
H (-1.68052, -4.45325, 3.03749)  0.215
H (1.66302, -4.20041, 1.52487)  0.237
H (1.84802, -2.45202, 1.52151)  0.202
H (0.72702, -3.23933, 0.38421)  0.203
H (-2.17734, -2.46068, 3.88375)  0.238
H (-3.61720, -0.49923, 3.70105)  0.248
H (0.30039, -1.05622, 0.66948)  0.224
H (-3.96601, 4.19600, 0.32608)  0.238
H (-3.95853, 6.05321, -1.28908)  0.252
H (-2.22487, 6.19038, -3.04389)  0.252
H (-0.47968, 4.44806, -3.21178)  0.253
O (2.12431, 1.25403, -5.07117)  -0.492
C (1.51941, 1.04595, -4.06182)  0.734
O (1.52741, 1.81519, -2.99099)  -0.778
C (0.64796, -0.18851, -3.92681)  0.156
C (0.76989, -1.21180, -4.87485)  -0.225
C (0.00933, -2.33289, -4.72009)  -0.046
C (-0.92090, -2.42482, -3.66332)  -0.120
C (-1.74709, -3.55879, -3.48805)  -0.137
C (-2.68063, -3.58808, -2.49299)  -0.187
C (-2.84464, -2.46998, -1.65055)  -0.132
C (-2.05222, -1.36351, -1.79075)  -0.259
C (-1.05323, -1.33371, -2.77431)  0.245
N (-0.20795, -0.24747, -2.91822)  -0.551
H (1.46918, -1.07462, -5.68564)  0.281
H (0.09679, -3.15748, -5.41736)  0.251
H (-1.63419, -4.39490, -4.16645)  0.242
H (-3.30912, -4.45789, -2.36009)  0.247
H (-3.61420, -2.48230, -0.88947)  0.238
H (-2.20735, -0.50213, -1.16264)  0.210
C (3.04517, 2.99991, 2.76479)  -0.591
C (3.60960, 2.22017, 1.56634)  -0.175
C (4.70816, 3.02338, 0.84929)  -0.591
C (4.12908, 0.83905, 1.99964)  -0.590
C (2.51388, 2.00511, 0.60971)  0.627
N (1.66721, 1.83571, -0.14553)  -0.559
H (3.85507, 3.15300, 3.47664)  0.246
H (2.24902, 2.44629, 3.26289)  0.223
H (2.66491, 3.97532, 2.46232)  0.228
H (5.53029, 3.16478, 1.54943)  0.244
H (4.34668, 4.00296, 0.53805)  0.230
H (5.08531, 2.49295, -0.02456)  0.231
H (4.94767, 0.99420, 2.70092)  0.246
H (4.50691, 0.27039, 1.15012)  0.229
H (3.35203, 0.25984, 2.49922)  0.221

Entry 3:
Density functional theory data (the ωB97M-V functional and the def2-TZVPD basis) for a molecular structure, C19H33AuNSi3.

LUMO level (alpha / beta) = -2.54 / -6.09 eV
Expectation value of S² = 2.027
HOMO-LUMO gap (alpha / beta) = 0.317 / 0.226 Ha
Net charge = +1
HOMO (alpha / beta) = -11.16 / -12.24 eV
Spin multiplicity = 3

Last column: Mulliken spin population.
Geometry (Å):
Au (-0.31262, 0.48597, 1.49947)  0.265
C (-2.04259, 1.08989, 2.85209)  -0.022
C (-0.97552, 0.57978, 3.63715)  0.247
C (-1.36465, -0.77366, 4.06462)  0.315
C (-2.61310, -1.04799, 3.57866)  -0.003
C (-3.05940, 0.07500, 2.83877)  0.395
H (-2.21654, 2.13618, 2.64709)  0.010
H (-0.24973, 1.18582, 4.16344)  0.000
H (-0.74339, -1.42941, 4.65567)  0.003
H (-3.17244, -1.95956, 3.71955)  0.003
H (-4.01411, 0.16385, 2.34171)  -0.001
C (-1.33604, 1.25682, -3.35668)  0.050
Si (-1.65967, 1.06013, -1.50543)  -0.066
C (-3.32131, 0.20715, -1.26150)  0.006
C (-1.78687, 2.78003, -0.73212)  0.045
C (-0.19716, 0.10798, -0.74857)  0.636
Si (-0.32851, -1.78981, -0.77402)  -0.058
C (-0.64253, -2.29604, -2.56957)  0.047
C (1.27077, -2.59987, -0.18348)  0.000
C (-1.72386, -2.46986, 0.29629)  0.041
Si (1.50702, 0.80426, -1.16076)  -0.020
C (2.25409, 0.05395, -2.71774)  0.026
C (1.64473, 2.67920, -1.25853)  0.003
C (2.58048, 0.36950, 0.35513)  0.001
C (3.97072, 0.31092, 0.32245)  0.004
C (4.68006, 0.07088, 1.48731)  -0.006
C (3.98462, -0.11382, 2.67518)  0.016
C (2.60510, -0.04080, 2.64722)  0.000
N (1.93574, 0.19767, 1.51794)  0.065
H (-2.15069, 1.83737, -3.79450)  0.005
H (-1.29581, 0.29435, -3.86927)  -0.001
H (-0.40294, 1.78779, -3.55584)  -0.001
H (-4.11434, 0.84561, -1.65666)  0.001
H (-3.53984, 0.03252, -0.20584)  0.002
H (-3.38053, -0.74975, -1.78339)  0.000
H (-2.66557, 3.29738, -1.12402)  0.000
H (-0.91468, 3.39485, -0.95740)  0.000
H (-1.89344, 2.73501, 0.35324)  -0.011
H (0.10721, -1.89139, -3.25094)  -0.002
H (-1.62641, -1.96994, -2.91198)  0.000
H (-0.60688, -3.38531, -2.63909)  0.005
H (2.14215, -2.26852, -0.74966)  -0.001
H (1.19544, -3.68299, -0.30292)  0.000
H (1.46424, -2.39863, 0.87246)  0.000
H (-2.67649, -1.97250, 0.11342)  -0.001
H (-1.50553, -2.40397, 1.36481)  -0.003
H (-1.85574, -3.52724, 0.05354)  -0.002
H (1.63384, 0.28515, -3.58656)  -0.001
H (2.35004, -1.02945, -2.65489)  0.000
H (3.24425, 0.47592, -2.90110)  0.003
H (1.03608, 3.09408, -2.06463)  -0.001
H (2.68282, 2.95486, -1.45557)  0.000
H (1.34363, 3.15826, -0.32491)  0.001
H (4.48331, 0.45151, -0.62086)  0.002
H (5.76113, 0.02921, 1.47181)  0.000
H (4.49775, -0.31028, 3.60544)  0.001
H (2.01370, -0.17800, 3.54394)  0.000

Entry 4:
Density functional theory data (the ωB97M-V functional and the def2-TZVPD basis) for a molecular structure, C2H9NO4 in a non-equilibrium geometry.

LUMO level = 0.08 eV
Energy above the lowest of the compared OMol25 structures with the same formula, charge and spin = 62.1 kcal/mol
HOMO-LUMO gap = 0.374 Ha
HOMO = -10.11 eV

Last column: natural (NBO) charge in e.
Geometry (Å):
H (1.40409, 0.77524, 1.08585)  0.464
O (1.71794, 1.74055, 0.30624)  -1.030
N (0.55120, -0.08676, 1.57100)  -0.770
H (2.60637, 1.61562, 0.31351)  0.455
H (-0.04360, 0.28914, 2.16151)  0.377
H (1.12633, -0.63754, 2.33849)  0.398
C (-0.27644, -0.70788, 0.45307)  -0.349
H (-0.99411, -1.56601, 0.85459)  0.221
H (-1.02918, 0.13465, 0.22082)  0.242
C (0.46250, -1.01910, -0.88726)  0.762
O (0.51485, -2.17352, -1.35192)  -0.588
O (0.81013, 0.07852, -1.53118)  -0.714
H (1.10389, 0.95544, -0.84212)  0.526
O (-3.32248, 1.32923, 0.63814)  -0.928
H (-3.39063, 0.50447, 1.18881)  0.467
H (-3.52152, 1.09995, -0.20348)  0.466

Entry 5:
Density functional theory data (the ωB97M-V functional and the def2-TZVPD basis) for 7 unconnected molecules or ions with the total composition C25H51F2O10SSi in a non-equilibrium geometry.

LUMO level = 2.15 eV
HOMO-LUMO gap = 0.301 Ha
Net charge = -1
HOMO = -6.06 eV

Last column: Löwdin charge in e.
Geometry (Å):
C (3.00518, -1.81408, 1.79246)  -0.207
Si (1.73524, -0.99396, 0.56759)  0.570
C (1.91329, -1.94826, -1.08622)  -0.223
C (-0.00983, -1.14956, 1.38136)  -0.247
C (-1.17569, -1.62106, 0.37542)  -0.160
C (-2.22759, -0.49005, -0.03034)  -0.511
F (-1.73145, 0.44507, -1.00071)  -0.002
F (-3.34033, -1.16355, -0.67798)  -0.034
S (-2.94178, 0.47023, 1.38953)  1.262
C (-4.19227, -0.51632, 2.36202)  -0.706
O (-4.94776, 0.09172, 3.18068)  -0.039
O (-4.24492, -1.89293, 2.20835)  -0.180
C (-3.56036, 2.15993, 0.88723)  -0.680
O (-4.24831, 2.42666, -0.13972)  -0.041
O (-3.20802, 3.20457, 1.74619)  -0.173
C (2.05695, 0.91531, 0.37745)  -0.234
C (1.36766, 1.65908, -0.81023)  -0.071
C (1.54348, 3.20871, -1.00186)  -0.054
C (2.41934, 3.95774, 0.04064)  -0.062
C (3.15192, 3.21414, 1.22654)  -0.060
C (2.96563, 1.67624, 1.40022)  -0.078
H (3.83928, -2.38147, 1.24182)  0.035
H (3.49588, -1.06258, 2.49991)  0.017
H (2.42679, -2.61441, 2.39474)  0.038
H (1.47644, -3.01133, -0.94519)  0.047
H (3.01090, -2.10536, -1.41893)  0.048
H (1.33323, -1.47812, -1.95462)  0.036
H (-0.21208, -0.13917, 1.89451)  0.079
H (0.11505, -1.91047, 2.24916)  0.087
H (-1.76556, -2.45401, 0.92645)  0.125
H (-0.80536, -2.09942, -0.59892)  0.113
H (0.71502, 1.12326, -1.58146)  0.078
H (1.02931, 3.75901, -1.87222)  0.093
H (2.58338, 5.08563, -0.04043)  0.084
H (3.78649, 3.80741, 1.96487)  0.070
H (3.49498, 1.14194, 2.26716)  0.070
C (7.51276, 4.16927, 2.40008)  -0.097
C (6.84424, 4.94679, 1.28366)  -0.328
O (5.78362, 5.73661, 1.80672)  -0.098
H (6.78920, 3.52255, 2.90359)  0.074
H (8.32769, 3.55261, 2.01291)  0.072
H (7.91491, 4.84852, 3.15791)  0.070
H (6.42502, 4.26481, 0.54068)  0.111
H (7.56016, 5.60617, 0.78234)  0.105
H (6.16477, 6.34223, 2.45668)  0.082
C (1.29375, 6.85267, 3.48873)  -0.096
C (0.63366, 7.10864, 2.14962)  -0.323
O (0.19679, 5.88080, 1.58303)  -0.092
H (2.14659, 6.17754, 3.37328)  0.069
H (1.64174, 7.78578, 3.94110)  0.066
H (0.59433, 6.36863, 4.17469)  0.050
H (1.34002, 7.57217, 1.45606)  0.104
H (-0.22970, 7.77376, 2.25843)  0.105
H (-0.43462, 5.48281, 2.20171)  0.066
C (-3.11414, 4.71850, 5.64191)  -0.094
C (-2.47883, 4.60420, 4.26994)  -0.316
O (-1.06316, 4.73937, 4.37231)  -0.105
H (-2.87194, 5.68283, 6.09886)  0.068
H (-4.20049, 4.62141, 5.57778)  0.075
H (-2.73032, 3.94292, 6.31201)  0.068
H (-2.84807, 5.39261, 3.61060)  0.117
H (-2.70574, 3.63898, 3.81244)  0.083
H (-0.74460, 4.03297, 4.94984)  0.089
C (-4.56500, -4.16789, -1.61251)  -0.090
C (-4.18172, -5.48595, -0.97017)  -0.325
O (-3.18532, -5.27364, 0.02152)  -0.084
H (-3.69044, -3.69370, -2.06792)  0.065
H (-5.32775, -4.31463, -2.38213)  0.074
H (-4.95061, -3.47114, -0.86309)  0.079
H (-3.77596, -6.17276, -1.71760)  0.095
H (-5.04978, -5.96028, -0.50131)  0.110
H (-3.55591, -4.67138, 0.68380)  0.084
C (-3.43354, -4.81912, -5.58400)  -0.082
C (-3.04830, -6.13589, -4.93903)  -0.320
O (-2.05259, -5.92224, -3.94642)  -0.090
H (-2.55985, -4.34456, -6.03924)  0.077
H (-4.19459, -4.96919, -6.35373)  0.077
H (-3.82194, -4.12139, -4.83646)  0.068
H (-2.64066, -6.82252, -5.68511)  0.103
H (-3.91635, -6.61093, -4.47078)  0.108
H (-2.42410, -5.32089, -3.28549)  0.061
C (1.45654, -7.09108, -5.17556)  -0.092
C (1.24219, -6.42227, -6.51877)  -0.322
O (-0.04509, -6.74665, -7.02855)  -0.091
H (1.36398, -8.17662, -5.26851)  0.076
H (2.44539, -6.85420, -4.77474)  0.072
H (0.69841, -6.76666, -4.45674)  0.066
H (1.98747, -6.76490, -7.24024)  0.109
H (1.32178, -5.33406, -6.43074)  0.108
H (-0.69800, -6.43218, -6.38892)  0.048

Entry 6:
Density functional theory data (the ωB97M-V functional and the def2-TZVPD basis) for 3 unconnected molecules or ions with the total composition C4H5N2O4S in a non-equilibrium geometry.

LUMO level = 3.05 eV
Energy above the lowest of the compared OMol25 structures with the same formula, charge and spin = 56.7 kcal/mol
HOMO-LUMO gap = 0.226 Ha
Net charge = -1
HOMO = -3.09 eV

Last column: natural (NBO) charge in e.
Geometry (Å):
C (-0.19323, 0.06707, -1.03903)  0.639
C (-1.59470, 2.38464, -2.09543)  1.050
C (-1.07248, -1.02645, 1.09174)  -0.301
C (-1.19184, -0.57825, -0.17747)  -0.329
N (1.06625, 0.22441, -0.59442)  -0.798
N (2.70616, -0.73536, 2.53459)  -0.183
O (-2.66869, 2.21874, -2.48126)  -0.548
O (-0.55870, 0.32540, -2.24966)  -0.689
O (-0.63931, 2.92388, -1.75752)  -0.543
O (2.48373, -0.73828, 3.73170)  -0.458
S (2.57745, -1.94017, 1.47262)  -0.287
H (-1.87486, -1.41753, 1.68048)  0.184
H (-0.10444, -1.27006, 1.69235)  0.233
H (-2.15332, -0.75043, -0.59069)  0.214
H (1.57275, -0.44505, -0.06240)  0.427
H (1.64523, 0.75743, -1.15561)  0.386